a.
C5H9N | the ωB97M-V functional and the def2-TZVPD basis

- HOMO-LUMO gap: 9.1036 eV
- LUMO level: 0.98 eV

CARTESIAN COORDINATES (ANGSTROEM)
H1 0.5858 1.8666 -1.8539
H2 1.6832 0.8116 0.1231
C1 -1.3500 -0.2948 -0.4917
H3 1.4777 -1.4801 1.2166
N1 0.1170 1.1898 -1.2641
C2 0.5993 0.9794 0.1151
H4 -1.6077 -1.3155 -0.7986
C3 -0.9468 0.5458 -1.6925
C4 -0.2033 -0.2563 0.5512
C5 0.6419 -1.5286 0.5092
H5 0.0358 -2.4056 0.7617
H6 1.0570 -1.6860 -0.4941
H7 -2.2782 0.1464 -0.1024
H8 0.3841 1.8664 0.7241
H9 -0.5918 -0.1172 1.5656

---

b.
C5H9N | the ωB97M-V functional and the def2-TZVPD basis

- HOMO-LUMO gap: 8.8948 eV
- SMILES: C=C/C(C)=C/N
- LUMO level: 1.00 eV

CARTESIAN COORDINATES (ANGSTROEM)
H1 0.3213 -0.8498 -2.1455
N1 -1.3568 1.0206 1.8534
H2 -1.8616 0.6396 2.6332
H3 -0.0994 2.1544 -0.3563
C1 -0.3978 0.1462 1.4011
C2 0.0357 -0.0101 0.1854
C3 0.8225 -1.5154 -1.5789
C4 0.2524 1.1699 -0.7251
H4 -0.4099 1.0352 -1.5756
H5 1.4967 -1.9172 0.4102
C5 0.9250 -1.3244 -0.2750
H6 1.1772 -2.4339 -2.1508
H7 -2.1426 1.0556 1.1693
H8 -0.0579 -0.5130 2.1644
H9 1.2952 1.3422 -1.0097

---

Most favorable first, least favorable last: a, b

---

a.
C4H14NO3 | the ωB97M-V functional and the def2-TZVPD basis

- HOMO-LUMO gap: 11.3355 eV
- LUMO level: -3.17 eV
- Total charge: +1

CARTESIAN COORDINATES (ANGSTROEM)
H1 3.1814 1.1525 -2.1372
H2 2.2722 2.1230 -2.7966
H3 1.9774 0.3382 -0.3577
C1 0.4478 -0.9237 0.4997
H4 -1.4294 -0.5712 1.1730
H5 0.6008 0.5332 -1.1673
H6 -0.3778 2.9006 2.9962
C2 -0.2528 -1.7487 -0.5768
N1 -0.5060 -0.6210 1.6450
O1 -0.1940 2.1282 2.4440
H7 -1.0117 2.1238 1.9237
O2 -2.2098 -0.4030 -0.3601
H8 -0.3583 0.2829 2.0980
H9 -0.3842 -2.8112 -0.3577
H10 1.3102 -1.4323 0.8847
H11 0.3932 -1.7747 -1.4606
H12 -0.4795 -1.3353 2.3607
H13 0.7575 1.3111 0.4168
C3 0.9290 0.3964 -0.1350
H14 -1.8038 -1.4484 -2.0941
C4 -1.5626 -1.1358 -1.0610
O3 2.5055 1.1870 -2.8245

---

b.
C4H14NO3 | the ωB97M-V functional and the def2-TZVPD basis

- HOMO-LUMO gap: 9.1037 eV
- LUMO level: -4.80 eV
- Total charge: +1

CARTESIAN COORDINATES (ANGSTROEM)
C1 1.5821 -0.2730 -1.3136
H1 0.7951 -0.0364 -2.0181
N1 1.3984 -0.2438 -0.0539
H2 3.3561 -0.7770 0.6270
H3 -4.0863 -1.6175 -4.5811
C2 2.1102 -0.4791 2.1856
H4 -1.9490 1.1323 1.2318
H5 -4.3086 -0.0905 -5.1704
O1 -4.4678 -0.7445 -4.4980
H6 3.9859 -1.2396 3.0792
H7 3.6484 0.4816 3.0948
H8 -1.6700 0.0752 2.1333
C3 2.3073 -0.7965 0.8958
O2 -3.5477 1.7384 -1.7944
H9 1.2070 0.0193 2.5244
H10 2.4888 -0.7112 -1.7026
O3 -1.2361 0.8936 1.8423
H11 2.8061 -0.5009 4.2139
H12 0.4892 0.0755 0.3120
H13 -3.9576 1.1148 -2.4038
C4 3.1840 -0.5188 3.1993
H14 -4.1357 2.4984 -1.8033

---

Most favorable first, least favorable last: a, b

---

a.
C5H10O2 | the ωB97M-V functional and the def2-TZVPD basis

- HOMO-LUMO gap: 10.2746 eV
- SMILES: OCCC1COC1
- LUMO level: 0.75 eV

CARTESIAN COORDINATES (ANGSTROEM)
H1 -1.4030 1.9850 -1.6486
H2 -0.0154 2.4857 -0.6346
H3 0.1349 -1.1243 2.6676
H4 0.3109 -2.4570 1.0448
H5 0.7530 0.8787 1.2283
H6 -0.9760 0.7471 1.5842
O1 1.1293 -1.7770 0.9363
C1 0.6881 -0.0448 -1.4577
C2 -0.4483 1.6550 -1.2162
O2 0.4611 1.1634 -2.2139
H7 0.5541 -0.9466 -2.0680
H8 1.6856 -0.0677 -1.0003
H9 -0.9972 -1.7452 1.3407
C3 -0.4453 0.3043 -0.4746
C4 0.0781 -1.0792 1.5700
H10 -1.3579 -0.2712 -0.6770
C5 -0.1519 0.2939 1.0190

---

b.
C5H10O2 | the ωB97M-V functional and the def2-TZVPD basis

- HOMO-LUMO gap: 9.7965 eV
- SMILES: C[C@@H](O)[C@@H](C)C=O
- LUMO level: 0.75 eV

CARTESIAN COORDINATES (ANGSTROEM)
H1 -0.4118 -0.4799 2.7055
C1 0.3057 -0.6512 1.9051
C2 -1.0356 1.1000 0.5961
C3 0.0525 -0.5260 -1.9461
H2 -0.1154 -1.6016 -2.0216
C4 -0.3553 -0.3679 0.5650
H3 0.7537 -0.2198 -2.7215
H4 0.7015 -1.6654 1.9444
O1 0.7775 1.4211 -0.4077
O2 -1.3194 1.6499 1.6296
H5 -1.5992 1.2797 -0.3377
H6 0.9976 1.8958 -1.2186
H7 1.5919 -0.5866 -0.3943
C5 0.5878 -0.1945 -0.5741
H8 -0.8983 -0.0279 -2.1297
H9 -1.1646 -1.0654 0.3363
H10 1.1313 0.0395 2.0695

---

Most favorable first, least favorable last: b, a